Record 1
Below is a structure of composition C23H32GeNO4Rh, with properties calculated with ωB97M-V/def2-TZVPD.

Structure (XYZ):
```
62
Properties=species:S:1:pos:R:3:lowdin_charge:R:1
Rh 0.55 -0.54 -1.01 0.82
C 2.45 -0.05 2.20 -0.05
C 2.47 0.34 0.74 -0.21
C 3.00 -0.53 -0.23 -0.22
C 3.69 -1.81 0.18 -0.03
C 2.96 -0.18 -1.59 -0.24
C 3.58 -1.11 -2.61 -0.05
C 2.35 1.02 -1.99 -0.22
C 2.38 1.44 -3.44 -0.04
C 1.83 1.90 -1.01 -0.22
C 1.15 3.19 -1.41 -0.05
C 1.99 1.60 0.35 -0.23
C 1.67 2.66 1.39 -0.04
H 2.34 -1.13 2.31 0.08
H 1.61 0.41 2.72 0.07
H 3.36 0.25 2.71 0.10
H 3.03 -2.68 0.05 0.10
H 4.01 -1.78 1.22 0.07
H 4.57 -1.98 -0.42 0.08
H 3.45 -2.14 -2.32 0.07
H 4.65 -0.90 -2.72 0.10
H 3.11 -1.00 -3.59 0.08
H 1.54 1.01 -4.01 0.10
H 3.30 1.10 -3.92 0.08
H 2.33 2.52 -3.55 0.07
H 0.39 3.47 -0.68 0.07
H 0.66 3.09 -2.37 0.08
H 1.87 4.01 -1.48 0.10
H 0.60 2.69 1.64 0.06
H 1.95 3.65 1.03 0.08
H 2.22 2.48 2.31 0.08
O -3.23 -6.41 0.06 0.28
C -3.63 -5.36 0.60 -0.53
O -4.53 -5.05 1.33 0.12
C -2.67 -4.18 0.16 -0.08
C -3.01 -2.91 0.59 0.02
C -2.16 -1.88 0.24 -0.09
N -1.04 -2.06 -0.47 0.04
C -0.74 -3.29 -0.89 -0.15
C -1.54 -4.39 -0.60 0.06
C 0.50 -3.46 -1.75 -0.61
O 0.81 -4.59 -2.10 0.04
O 1.11 -2.37 -2.02 -0.13
H -3.90 -2.75 1.17 0.12
H -2.37 -0.87 0.55 0.06
H -1.25 -5.36 -0.96 0.13
C -4.10 2.68 0.02 -0.23
Ge -2.87 2.08 1.41 0.73
C -2.31 3.58 2.52 -0.23
C -3.71 0.76 2.58 -0.23
C -1.34 1.27 0.54 -0.15
H -4.97 3.16 0.46 0.02
H -4.44 1.83 -0.58 0.02
H -3.61 3.39 -0.65 0.02
H -3.20 4.00 3.00 0.02
H -1.82 4.37 1.95 0.02
H -1.63 3.24 3.30 0.02
H -4.26 1.27 3.38 0.02
H -2.96 0.12 3.04 0.02
H -4.42 0.13 2.03 0.01
H -0.60 0.72 1.12 -0.01
H -1.18 1.36 -0.52 -0.01
```

Its HOMO-LUMO gap (spin up / spin down) is 7.12 / 3.98 eV. For the HOMO energy (spin up / spin down), the calculation gives -7.4 / -7.6 eV. The energy above the lowest of the compared OMol25 structures with the same formula, charge and spin comes out at 135.6 kJ/mol. The spin multiplicity is 5. The expectation value of S² is 6.02. The lowest unoccupied orbital energy (spin up / spin down) is -0.0089 / -0.1348 Ha.

---

Record 2
Below is a structure of composition C23H32GeNO5Pb, with properties calculated with ωB97M-V/def2-TZVPD.

Structure (XYZ):
```
63
Properties=species:S:1:pos:R:3:lowdin_charge:R:1
Pb -0.88 0.58 -1.28 1.54
C -2.61 2.95 1.44 -0.04
C -2.63 2.94 -0.06 -0.34
C -1.67 3.63 -0.81 -0.10
C -1.76 3.69 -2.20 -0.12
C -2.81 3.07 -2.86 -0.11
C -3.77 2.37 -2.12 -0.10
C -3.67 2.30 -0.74 -0.08
H -2.73 1.95 1.85 0.08
H -3.43 3.56 1.82 0.10
H -1.68 3.38 1.83 0.07
H -0.87 4.15 -0.30 0.12
H -1.03 4.26 -2.76 0.11
H -2.90 3.14 -3.93 0.11
H -4.59 1.89 -2.63 0.12
H -4.42 1.77 -0.17 0.13
O -1.97 -0.49 0.58 -0.12
C -2.28 -1.68 0.70 -0.14
C -1.84 -2.81 -0.09 -0.11
C -2.53 -4.01 0.12 0.06
C -2.21 -5.12 -0.61 -0.13
C -1.19 -5.10 -1.56 0.04
C -0.49 -3.93 -1.76 0.03
C -0.78 -2.77 -1.04 -0.31
O -0.05 -1.69 -1.24 -0.25
N -2.95 -6.37 -0.37 -0.35
O -3.83 -6.34 0.47 0.09
O -2.63 -7.33 -1.04 0.10
H -3.01 -1.94 1.48 0.15
H -3.33 -4.06 0.85 0.13
H -0.97 -6.00 -2.11 0.13
H 0.32 -3.89 -2.48 0.13
C 3.48 1.53 3.41 -0.20
Ge 1.89 0.59 2.83 0.93
C 0.80 -0.07 4.30 -0.20
C 2.21 -0.92 1.58 -0.15
C 0.77 1.55 1.49 -0.23
H 4.08 0.90 4.06 0.03
H 3.19 2.42 3.96 0.03
H 4.09 1.83 2.55 0.02
H 1.37 -0.76 4.92 0.03
H -0.08 -0.57 3.93 0.02
H 0.48 0.76 4.93 0.03
H 2.00 -1.89 2.01 0.10
H 3.17 -0.95 1.06 0.09
H 0.83 -1.31 -0.15 0.10
H 1.10 2.58 1.39 0.09
H -0.27 1.56 1.82 0.04
O 1.14 -0.65 0.62 -0.22
C 0.98 0.80 0.19 -0.50
C 2.20 0.67 -2.96 -0.07
C 2.86 0.41 -1.61 -0.42
C 4.36 0.69 -1.73 -0.06
C 2.28 1.25 -0.47 -0.18
H 2.66 0.06 -3.74 0.09
H 2.32 1.72 -3.24 0.09
H 1.14 0.45 -3.00 0.01
H 2.74 -0.65 -1.37 0.13
H 4.54 1.74 -1.94 0.09
H 4.81 0.10 -2.54 0.09
H 4.89 0.44 -0.81 0.08
H 2.12 2.28 -0.82 0.14
H 3.05 1.34 0.31 0.10
```

Its HOMO-LUMO gap is 7.97 eV. For the HOMO energy, the calculation gives -11.5 eV. The energy above the lowest of the compared OMol25 structures with the same formula, charge and spin comes out at 109.1 kJ/mol. Its total charge is +1. The lowest unoccupied orbital energy is -0.1287 Ha.

---

Record 3
Below is a structure of composition C23H32KN4O5Si, with properties calculated with ωB97M-V/def2-TZVPD.

Structure (XYZ):
```
66
Properties=species:S:1:pos:R:3:lowdin_charge:R:1
K 0.42 0.45 -0.45 0.65
O -3.79 -2.48 5.51 -0.06
C -4.35 -2.10 4.26 -0.21
C -3.26 -1.67 3.32 -0.19
C -3.51 -1.56 1.96 -0.01
C -2.51 -1.11 1.12 -0.11
N -1.30 -0.78 1.55 0.08
C -1.04 -0.91 2.85 -0.20
C -1.99 -1.33 3.78 0.04
C 0.37 -0.57 3.26 -0.20
C 0.86 -0.88 4.53 0.04
C 2.17 -0.58 4.83 -0.19
C 2.77 -0.86 6.18 -0.21
O 1.86 -1.60 6.98 -0.06
C 2.95 0.02 3.84 -0.01
C 2.38 0.30 2.61 -0.09
N 1.11 0.01 2.32 0.07
H -4.52 -2.68 6.11 0.09
H -5.05 -1.27 4.39 0.13
H -4.90 -2.94 3.81 0.12
H -4.48 -1.83 1.55 0.11
H -2.66 -1.01 0.04 0.04
H -1.77 -1.41 4.83 0.10
H 0.24 -1.37 5.27 0.10
H 3.02 0.09 6.66 0.13
H 3.71 -1.42 6.04 0.13
H 2.27 -1.77 7.83 0.09
H 3.99 0.27 4.01 0.12
H 2.98 0.75 1.83 0.08
C 3.16 0.65 -4.51 -0.07
C 3.04 2.16 -4.43 -0.18
C 3.37 2.71 -3.04 -0.30
C 3.08 4.23 -2.94 -0.16
C 3.72 5.10 -4.02 -0.09
C 4.84 2.51 -2.75 -0.43
O 5.73 2.76 -3.55 0.07
N 5.12 2.03 -1.51 0.20
C 4.20 1.50 -0.58 -0.55
O 4.69 1.09 0.48 0.00
N 2.89 1.45 -0.87 0.10
C 2.45 2.05 -2.00 -0.50
O 1.24 2.11 -2.26 -0.08
H 2.92 0.29 -5.51 0.07
H 2.47 0.15 -3.83 0.07
H 4.17 0.31 -4.27 0.08
H 2.02 2.47 -4.67 0.12
H 3.72 2.63 -5.14 0.11
H 3.39 4.59 -1.95 0.13
H 1.99 4.33 -2.98 0.12
H 4.80 4.98 -4.05 0.07
H 3.49 6.15 -3.83 0.07
H 3.32 4.86 -5.01 0.07
H 6.10 1.93 -1.26 0.15
C -3.62 -1.54 -2.93 -0.33
Si -1.99 -0.49 -2.72 0.44
C -2.65 1.16 -3.51 -0.32
C -1.02 -1.14 -4.27 -0.32
H -3.99 -1.49 -3.96 0.00
H -4.41 -1.19 -2.27 -0.01
H -3.45 -2.60 -2.69 -0.01
H -3.10 0.97 -4.49 0.00
H -1.84 1.88 -3.64 -0.01
H -3.41 1.64 -2.87 -0.01
H -1.64 -1.11 -5.17 0.00
H -0.67 -2.17 -4.13 -0.01
H -0.13 -0.53 -4.45 -0.02
```

Its HOMO-LUMO gap is 4.55 eV. For the HOMO energy, the calculation gives -2.6 eV. The energy above the lowest of the compared OMol25 structures with the same formula, charge and spin comes out at 0.0 kJ/mol. Its total charge is -1. The lowest unoccupied orbital energy is 0.0708 Ha.